1.
Computed, not measured: C36H25Cl3FGeN6O2STi as an isolated structure, with ωB97M-V with the def2-TZVPD basis set.

Values from the calculation:
Relative energy (zero: lowest compared OMol25 entry of this formula, charge and spin): 70.6 kJ/mol
<S²>: 0.78
Net charge: +2
Frontier orbital gap (alpha / beta): 6.281 / 5.301 eV
LUMO (alpha / beta): -7.098 / -8.069 eV
Multiplicity: 2

CARTESIAN COORDINATES (ANGSTROEM)
Ti: -0.556427 -0.123448 -0.730265
C: -1.127794 -2.639916 -3.156903
O: -0.268335 -1.942208 -2.224126
C: 1.062305 -2.368872 -2.291591
C: 1.557787 -3.206050 -3.278568
C: 2.894781 -3.573622 -3.214157
C: 3.711060 -3.126092 -2.184276
C: 3.205778 -2.287900 -1.207256
C: 1.876511 -1.902329 -1.276570
N: 1.241265 -1.019627 -0.348104
N: 2.031340 -0.668422 0.606697
C: 1.645368 -0.037397 1.719611
C: 0.293467 0.200478 2.052688
O: -0.614539 0.012696 1.130908
C: -0.092846 0.574175 3.355007
C: 0.887374 0.810798 4.273375
C: 2.278361 0.684665 3.975038
C: 3.241984 0.983676 4.958002
C: 4.577041 0.869484 4.666144
C: 4.975149 0.454551 3.387163
C: 4.051384 0.152990 2.412927
C: 2.683934 0.260179 2.695709
H: -1.068342 -3.709343 -2.955771
H: -0.830579 -2.412396 -4.175398
H: -2.144981 -2.306832 -3.010346
H: 0.941743 -3.564820 -4.086404
H: 3.295752 -4.221175 -3.981606
H: 4.749708 -3.422460 -2.145992
H: 3.833247 -1.923284 -0.409196
H: -1.141052 0.698883 3.584674
H: 0.610074 1.122562 5.273781
H: 2.915156 1.302744 5.939300
H: 5.319493 1.097829 5.417886
H: 6.030105 0.371583 3.161420
H: 4.377855 -0.157772 1.430820
S: -4.183758 6.542368 -0.858618
N: -2.825349 6.114478 -0.105060
C: -2.570246 4.868822 -0.479284
C: -1.377583 4.111804 -0.124955
C: -0.261432 4.661720 0.508658
C: 0.873375 3.893688 0.637670
C: 0.862550 2.582412 0.169961
N: -0.216724 2.029641 -0.375757
C: -1.318051 2.790844 -0.546338
C: -2.372370 2.201446 -1.362976
N: -2.159030 0.929522 -1.778401
C: -2.969958 0.432050 -2.716762
C: -4.041851 1.135385 -3.244119
C: -4.292643 2.411252 -2.785354
C: -3.433444 2.963291 -1.840128
C: -3.551043 4.321977 -1.326091
N: -4.546121 5.155525 -1.594056
H: -0.288643 5.691198 0.841466
H: 1.780445 4.292859 1.067913
H: 1.759416 1.977944 0.201091
H: -2.744513 -0.560412 -3.065337
H: -4.656242 0.678696 -4.006207
H: -5.119732 2.995579 -3.167405
F: -0.476904 -4.788996 3.784513
C: -0.941428 -4.035719 2.807888
C: -0.597262 -4.364305 1.494050
C: -1.084110 -3.578896 0.486813
C: -1.916785 -2.449700 0.764205
C: -2.397738 -1.628119 -0.264535
C: -2.226502 -2.163550 2.131322
C: -1.757960 -2.948473 3.144208
H: 0.029266 -5.225914 1.310382
H: -0.840962 -3.805925 -0.543120
H: -3.166536 -0.899444 -0.026815
H: -2.462220 -2.062940 -1.247983
H: -2.860033 -1.312536 2.345978
H: -1.995509 -2.772352 4.184003
Cl: 0.337733 3.030287 -3.285156
Ge: 0.707600 0.935211 -2.866175
Cl: 0.014544 0.056299 -4.732198
Cl: 2.844603 0.809632 -2.901923

Atomic forces in eV per Å
Ti -0.245 -0.175 -0.247
C 0.064 -0.038 0.006
O -0.072 0.096 -0.016
C -0.040 -0.137 -0.181
C 0.058 0.099 0.135
C -0.014 -0.032 -0.038
C 0.011 0.038 0.042
C 0.069 -0.090 -0.101
C -0.305 0.225 0.157
N 0.579 0.306 0.123
N -0.113 -0.173 0.224
C 0.415 -0.034 0.103
C -0.499 -0.087 -0.192
O 0.297 0.011 -0.008
C 0.286 0.067 0.012
C -0.034 -0.011 -0.002
C -0.109 0.073 0.185
C 0.030 -0.035 -0.088
C -0.031 -0.012 -0.010
C 0.085 0.006 0.034
C -0.057 -0.005 0.023
C -0.072 0.004 -0.070
H -0.002 0.000 -0.037
H 0.010 0.003 -0.008
H -0.022 -0.008 0.027
H 0.030 -0.023 -0.030
H 0.009 0.002 0.004
H -0.002 -0.016 -0.018
H -0.020 0.009 0.009
H -0.020 0.006 -0.023
H 0.016 0.005 0.002
H -0.005 0.004 0.002
H 0.020 -0.001 -0.017
H -0.002 0.000 0.002
H -0.015 0.002 -0.010
S -0.233 -0.128 0.352
N 0.075 0.042 -0.427
C 0.337 0.003 0.386
C -0.169 0.236 -0.011
C -0.001 0.044 0.015
C 0.013 -0.102 -0.040
C 0.054 0.016 -0.011
N -0.208 -0.159 0.123
C -0.032 -0.172 -0.164
C 0.358 -0.101 -0.174
N -0.082 0.005 -0.192
C -0.054 0.083 0.115
C 0.044 -0.030 0.019
C -0.056 -0.037 -0.087
C -0.119 0.326 0.351
C -0.321 -0.338 -0.187
N 0.324 0.172 -0.190
H -0.012 -0.002 -0.006
H 0.001 0.011 -0.002
H -0.004 0.014 0.039
H -0.029 -0.022 -0.058
H -0.001 -0.002 0.000
H 0.009 0.024 0.021
F -0.004 0.018 -0.038
C 0.013 -0.042 0.111
C -0.027 0.040 0.043
C -0.094 0.112 -0.057
C 0.159 -0.152 0.191
C -0.264 0.073 0.011
C -0.030 0.051 -0.115
C 0.080 -0.101 -0.092
H 0.001 -0.004 -0.006
H 0.004 -0.032 0.028
H 0.029 0.007 0.081
H -0.033 0.023 -0.034
H -0.006 -0.013 0.018
H -0.016 0.024 -0.002
Cl -0.052 0.082 0.017
Ge -0.185 0.014 -0.064
Cl 0.005 -0.067 -0.015
Cl 0.227 0.004 0.059

=====

2.
Computed, not measured: C25H15BrN4O10Ta as an isolated structure, with ωB97M-V with the def2-TZVPD basis set.

Values from the calculation:
Relative energy (zero: lowest compared OMol25 entry of this formula, charge and spin): 112.9 kJ/mol
Net charge: +1
Frontier orbital gap (alpha / beta): 6.014 / 6.014 eV
LUMO (alpha / beta): -3.984 / -3.985 eV

CARTESIAN COORDINATES (ANGSTROEM)
Ta: 0.234350 0.731380 0.236465
Br: 4.611054 3.647783 5.537098
C: 3.703488 3.070167 3.989561
C: 3.659411 3.901417 2.865312
C: 3.009902 3.487612 1.724955
C: 2.368829 2.246864 1.687476
O: 1.787006 1.847648 0.543104
C: 2.396849 1.412370 2.821923
C: 1.792889 0.112271 2.835802
N: 0.904374 -0.277857 1.967953
C: 0.523516 -1.653445 1.931975
C: 0.163269 -2.436969 2.988680
C: -0.123562 -3.804278 2.772374
C: -0.026306 -4.361503 1.528756
C: 0.339065 -3.563342 0.418167
C: 0.484864 -4.037687 -0.904503
C: 0.842397 -3.170796 -1.903131
C: 0.993605 -1.808251 -1.608527
N: 0.855336 -1.322780 -0.387324
C: 0.576898 -2.198711 0.630264
C: 3.099313 1.840894 3.965219
H: 4.151725 4.863821 2.891375
H: 2.996110 4.106069 0.837053
H: 2.114534 -0.593429 3.597613
H: 0.091153 -2.016466 3.983681
H: -0.419152 -4.414619 3.614227
H: -0.234570 -5.412282 1.376706
H: 0.311605 -5.084896 -1.117874
H: 0.973378 -3.508699 -2.920851
H: 1.215078 -1.088955 -2.387593
H: 3.146893 1.194046 4.831918
O: -1.491160 3.158513 -3.223812
C: -1.241306 2.202969 -2.587934
O: -0.353546 2.323429 -1.433637
C: -1.731459 0.823990 -2.783069
C: -2.141377 0.526150 -4.078347
C: -2.651633 -0.721088 -4.356924
C: -2.784237 -1.683540 -3.377510
C: -2.412779 -1.373716 -2.086197
C: -1.876977 -0.118716 -1.736728
O: -1.503554 0.146618 -0.505437
N: -2.543957 -2.445533 -1.083080
O: -2.516145 -3.586615 -1.502402
O: -2.655037 -2.136779 0.082678
N: -3.057108 -1.044704 -5.737542
O: -2.914573 -0.176136 -6.568516
O: -3.494934 -2.156480 -5.933954
H: -2.053360 1.265597 -4.862595
H: -3.172292 -2.663521 -3.615135
C: -0.954528 3.667859 1.761668
O: -0.801819 2.781541 0.612957
C: -0.598283 3.393011 -0.584448
O: -0.618229 4.539939 -0.824101
H: -1.100691 3.004832 2.606308
H: -1.821017 4.300456 1.595255
H: -0.053297 4.264549 1.874651

Atomic forces in eV per Å
Ta 0.323 0.070 0.100
Br 0.001 0.000 -0.001
C 0.003 0.001 0.011
C 0.002 0.006 -0.013
C 0.002 0.006 -0.012
C -0.012 0.018 0.036
O -0.183 -0.067 -0.073
C 0.012 0.011 0.005
C -0.024 -0.004 0.023
N -0.014 0.008 -0.081
C -0.011 0.002 -0.011
C 0.001 0.005 0.003
C -0.001 -0.002 0.014
C 0.001 -0.008 -0.007
C -0.002 0.010 0.005
C 0.004 -0.001 -0.004
C -0.001 -0.008 -0.003
C 0.006 0.009 0.013
N -0.039 -0.019 -0.002
C -0.001 0.011 -0.031
C 0.005 -0.007 0.006
H -0.001 -0.001 0.000
H -0.003 0.001 0.002
H -0.001 0.000 0.002
H 0.001 -0.005 0.000
H 0.000 0.001 0.001
H 0.000 0.002 0.000
H -0.002 0.002 0.002
H -0.001 0.001 0.003
H 0.000 0.001 0.001
H 0.000 0.001 -0.001
O 0.035 -0.005 -0.063
C -0.005 0.036 0.157
O 0.038 -0.076 -0.011
C -0.011 0.014 -0.045
C 0.002 0.000 0.018
C -0.011 -0.004 0.001
C -0.015 -0.007 -0.001
C 0.006 -0.002 0.005
C 0.007 -0.063 0.003
O -0.090 0.106 -0.064
N 0.039 -0.005 0.002
O -0.002 0.008 -0.011
O -0.018 0.007 0.009
N 0.009 -0.005 -0.004
O -0.004 0.001 0.001
O -0.002 0.005 0.000
H -0.003 -0.002 -0.003
H 0.000 -0.003 -0.004
C -0.022 -0.036 0.011
O 0.091 0.056 -0.005
C -0.135 -0.072 0.018
O 0.021 -0.009 -0.011
H -0.004 0.013 0.013
H 0.002 0.009 0.001
H 0.007 -0.012 -0.006

=====

3.
Computed, not measured: C44H26F8N2NaO5SSb as an isolated structure, with ωB97M-V with the def2-TZVPD basis set.

Values from the calculation:
Relative energy (zero: lowest compared OMol25 entry of this formula, charge and spin): 16.8 kJ/mol
Net charge: -2
Frontier orbital gap: 5.138 eV
LUMO: 3.388 eV

CARTESIAN COORDINATES (ANGSTROEM)
Na: -0.106486 -1.319331 1.957593
O: -3.242132 1.530461 -4.092521
C: -2.873040 0.278032 -4.444598
O: -2.935644 -0.059065 -5.598896
C: -2.399211 -0.599505 -3.336554
C: -2.867042 -0.447207 -2.034495
C: -2.329034 -1.193641 -1.001720
C: -1.309188 -2.101366 -1.274270
C: -0.853000 -2.276849 -2.580581
C: -1.407506 -1.535510 -3.608948
N: -0.699505 -2.723045 -0.163607
C: -0.275827 -3.910086 -0.225482
C: 0.472882 -4.512241 0.905465
C: 1.157046 -5.704497 0.710884
C: 1.943386 -6.196735 1.741148
C: 2.001655 -5.486669 2.926492
C: 1.258486 -4.316004 3.036035
N: 0.507901 -3.836860 2.054795
H: -2.993812 1.714032 -3.175785
H: -3.646951 0.270897 -1.803665
H: -2.639067 -1.046164 0.026847
H: -0.009113 -2.926983 -2.773238
H: -1.036967 -1.627304 -4.621370
H: -0.400621 -4.538571 -1.116443
H: 1.104809 -6.208032 -0.245984
H: 2.517600 -7.105179 1.609923
H: 2.621750 -5.815112 3.749638
H: 1.277974 -3.729532 3.947429
O: -1.523922 -0.934423 3.826683
C: -2.116109 -0.125395 3.074760
O: -2.280574 -0.268933 1.829317
C: -2.708848 1.140688 3.651750
C: -3.955443 1.064231 4.258899
C: -4.611630 2.200650 4.715587
C: -3.998331 3.435645 4.546521
C: -2.748208 3.516684 3.953433
C: -2.054923 2.380870 3.505095
S: -0.437245 2.548120 2.843067
H: -4.422490 0.091233 4.370624
H: -5.586018 2.122819 5.183725
H: -4.493729 4.341200 4.880797
H: -2.265460 4.479124 3.831662
F: 4.201302 6.170380 -0.148808
C: 3.307244 5.139321 -0.093813
C: 2.067094 5.362863 0.461633
C: 1.162863 4.306934 0.512742
C: 1.488216 3.048994 0.009875
C: 2.759561 2.869955 -0.532839
C: 3.680746 3.909617 -0.591346
Sb: 0.107087 1.372688 0.070790
C: 0.744504 0.863108 -2.005041
C: 1.708904 -0.147835 -2.055807
C: 2.257794 -0.588391 -3.256578
C: 1.809837 -0.013587 -4.425166
F: 2.322687 -0.448392 -5.612621
C: 0.848079 0.974177 -4.439406
C: 0.329223 1.405442 -3.221481
C: -1.598545 2.539097 -0.541252
C: -2.827098 2.241571 0.057773
C: -3.973003 2.958524 -0.261996
C: -3.874714 3.982690 -1.183043
F: -4.995093 4.693493 -1.499935
C: -2.682763 4.323433 -1.785441
C: -1.543584 3.593189 -1.449638
H: 1.819592 6.339824 0.855889
H: 0.198308 4.457592 0.985663
H: 3.049948 1.906172 -0.932381
H: 4.668152 3.772743 -1.012156
H: 2.030690 -0.622511 -1.131717
H: 2.998881 -1.376822 -3.286457
H: 0.506870 1.383557 -5.382197
H: -0.427445 2.179523 -3.246244
H: -2.879366 1.442327 0.793736
H: -4.924190 2.744790 0.207930
H: -2.646793 5.146163 -2.487771
H: -0.593878 3.883845 -1.884169
F: 6.078376 -5.290332 1.151081
C: 5.116542 -4.335517 1.131038
C: 4.933833 -3.482733 2.206979
F: 5.726644 -3.620066 3.291161
C: 3.948124 -2.520088 2.193313
F: 3.806064 -1.747871 3.287323
C: 3.048034 -2.323058 1.105336
O: 2.107993 -1.476736 1.120021
C: 3.298214 -3.220338 0.027084
F: 2.501457 -3.156976 -1.070477
C: 4.281063 -4.187542 0.040031
F: 4.416135 -5.023669 -1.011629

Atomic forces in eV per Å
Na 0.104 -0.102 -0.065
O -0.007 -0.049 -0.122
C -0.036 -0.014 0.004
O 0.018 0.011 0.022
C 0.009 0.047 -0.029
C -0.029 -0.001 0.029
C -0.035 -0.017 -0.057
C 0.043 -0.031 0.095
C 0.029 0.018 -0.024
C -0.002 -0.032 0.011
N -0.023 -0.028 0.009
C 0.007 0.053 0.006
C -0.078 0.062 -0.121
C 0.020 -0.003 0.019
C 0.005 0.010 0.004
C 0.022 -0.012 -0.018
C -0.031 -0.017 -0.050
N -0.064 0.012 0.077
H 0.031 0.045 0.127
H 0.026 -0.020 -0.025
H 0.016 -0.007 -0.048
H 0.010 -0.010 -0.004
H 0.006 0.000 0.006
H 0.012 0.027 0.021
H 0.000 0.001 -0.010
H 0.001 -0.001 0.003
H -0.001 0.006 0.004
H 0.000 0.003 0.028
O -0.040 0.183 -0.264
C 0.032 0.045 0.364
O 0.184 -0.182 0.048
C -0.039 -0.017 -0.006
C -0.048 0.032 0.028
C 0.022 -0.013 -0.022
C 0.009 -0.013 -0.005
C 0.006 0.014 0.044
C -0.018 -0.028 -0.058
S -0.086 0.002 0.113
H 0.016 -0.017 -0.013
H -0.011 0.000 0.007
H -0.001 0.013 0.000
H 0.002 0.001 -0.002
F -0.030 -0.036 -0.004
C 0.046 0.010 -0.003
C -0.038 -0.016 -0.013
C -0.061 0.011 0.041
C 0.069 -0.057 -0.001
C -0.010 0.048 -0.003
C 0.007 0.020 0.024
Sb 0.048 0.171 -0.206
C -0.029 -0.005 -0.011
C -0.019 -0.009 0.030
C -0.029 -0.018 0.017
C -0.002 -0.024 -0.029
F -0.002 0.019 0.007
C -0.018 0.010 0.021
C 0.026 -0.043 -0.006
C -0.086 -0.040 0.088
C 0.019 0.019 -0.026
C -0.012 0.048 -0.029
C -0.081 0.010 -0.019
F 0.093 -0.046 0.020
C 0.013 -0.008 -0.007
C 0.009 0.030 0.046
H -0.006 0.009 0.003
H 0.035 -0.014 -0.039
H -0.004 -0.024 -0.010
H 0.013 -0.002 -0.004
H -0.007 -0.011 0.006
H 0.012 -0.016 0.007
H 0.000 0.005 -0.003
H -0.020 0.016 0.002
H -0.008 0.031 -0.035
H -0.005 -0.007 0.018
H -0.004 -0.001 -0.003
H 0.000 -0.002 -0.014
F -0.010 0.016 -0.001
C 0.005 -0.026 0.008
C 0.019 0.017 0.040
F -0.021 0.000 -0.038
C 0.055 -0.024 0.031
F -0.014 -0.016 0.006
C -0.088 -0.021 0.035
O 0.036 -0.031 -0.063
C 0.006 0.004 -0.073
F 0.030 -0.003 0.059
C -0.010 0.011 -0.020
F -0.008 0.023 0.021